Entry 1:
# CH8N2

A cluster of 2 separate species, CH8N2 in total in a non-equilibrium geometry (ωB97M-V with the def2-TZVPD basis set, the Open Molecules 2025 dataset).

Atoms and positions in Å:
N: -0.365 -1.825 0.155
N: 1.475 2.588 -1.053
C: -1.260 -1.113 1.085
H: -2.253 -1.534 1.062
H: 0.596 2.095 -1.004
H: 2.217 1.977 -1.355
H: -0.909 -1.328 2.107
H: -1.228 -0.035 0.965
H: 0.547 -1.925 0.572
H: 1.386 3.298 -1.768
H: -0.197 -1.332 -0.709

Calculated values
- Net charge: 0
- HOMO: -0.344 hartree
- SMILES: CN.N
- Spin multiplicity: 1

---

Entry 2:
# C27H42Br2N4NaO7

A structure of composition C27H42Br2N4NaO7 (ωB97M-V with the def2-TZVPD basis set, the Open Molecules 2025 dataset).

Atoms and positions in Å:
Br: 4.136 -6.449 -0.555
Br: -1.777 -5.244 -5.433
Na: 0.141 -0.078 -0.132
O: 2.554 -0.044 2.167
O: 1.282 1.823 0.027
O: -0.642 -1.019 1.939
O: -1.000 1.803 1.818
O: -0.883 0.859 -1.978
O: 1.603 -0.051 -1.975
O: -2.124 -0.185 -0.153
N: 1.490 -2.606 -0.507
N: -0.914 -2.537 -1.730
N: 4.052 0.881 3.609
N: 2.851 -1.042 4.178
C: -2.908 0.832 -0.715
C: -0.285 -4.334 -3.170
C: 3.061 -4.878 -0.534
C: -2.159 1.435 -1.915
C: -2.305 -3.121 -3.582
C: 3.089 -0.911 5.595
C: 1.873 -4.847 -1.243
C: -0.752 -0.265 3.122
C: 1.134 -3.661 -1.232
C: 1.003 0.201 -3.219
C: 0.747 2.950 0.673
C: 0.206 2.505 2.019
C: 2.128 -2.229 3.778
C: -0.168 1.186 -3.139
C: -1.984 -2.352 -2.474
C: -0.073 -3.511 -2.061
C: 3.463 -3.758 0.177
C: 2.652 0.798 -1.588
C: 2.183 2.126 -1.004
C: -1.436 1.104 2.959
C: -1.424 -4.132 -3.930
C: 3.136 -0.086 3.248
C: 5.323 0.549 4.226
C: 2.617 -2.659 0.173
C: -2.811 -0.916 0.827
C: -1.775 -1.761 1.561
C: 4.146 2.021 2.716
H: -2.245 -2.244 2.431
H: -3.329 -0.233 1.510
H: -2.086 2.526 -1.804
H: 3.147 2.388 2.499
H: 0.949 1.856 2.487
H: 6.121 0.542 3.474
H: 1.538 -5.720 -1.778
H: 3.338 0.985 -2.424
H: 1.328 -2.450 4.486
H: -1.281 -0.827 3.901
H: 4.715 2.802 3.218
H: 0.028 3.381 2.659
H: 0.279 -0.104 3.434
H: -1.251 1.694 3.865
H: -2.708 1.227 -2.845
H: -2.635 -1.550 -2.168
H: 3.879 -1.586 5.935
H: -1.403 -2.513 0.862
H: -3.203 -2.939 -4.146
H: 4.637 1.759 1.773
H: 3.347 0.115 5.845
H: 0.604 -0.765 -3.537
H: 5.574 1.300 4.979
H: 3.166 0.256 -0.794
H: 2.794 -3.095 3.750
H: 4.392 -3.743 0.721
H: -3.566 -1.576 0.371
H: 0.412 -5.108 -3.440
H: -2.515 0.989 2.847
H: -3.097 1.609 0.036
H: -0.072 3.382 0.083
H: 3.056 2.670 -0.612
H: 2.860 -1.772 0.737
H: 1.735 0.551 -3.959
H: 5.290 -0.430 4.689
H: 2.168 -1.176 6.118
H: -3.875 0.424 -1.044
H: 1.710 2.750 -1.773
H: 0.174 2.230 -3.108
H: 1.700 -2.067 2.793
H: -0.799 1.070 -4.033
H: 1.517 3.718 0.829

Calculated values
- Net charge: +1
- HOMO: -0.416 hartree
- Spin multiplicity: 1

---

Entry 3:
# C7H13NO

A structure of composition C7H13NO in a non-equilibrium geometry (ωB97M-V with the def2-TZVPD basis set, the Open Molecules 2025 dataset).

Atoms and positions in Å:
O: 2.143 -0.723 0.481
N: -1.177 0.318 -0.244
C: -0.290 -0.457 0.866
C: -0.266 0.727 -1.225
C: -0.284 0.216 2.054
C: 0.359 -0.602 -1.356
C: 0.823 1.283 -0.229
C: -2.297 -0.520 -0.582
C: 0.975 -0.175 0.052
H: -1.747 -1.224 -1.622
H: 1.479 -0.593 -1.904
H: -2.448 -1.425 0.423
H: -3.379 0.276 -0.768
H: -1.343 0.587 2.528
H: -0.477 1.397 -2.105
H: 0.300 -0.603 2.529
H: 1.769 1.628 -0.851
H: -1.013 -1.380 0.920
H: 2.826 0.354 0.292
H: 0.490 2.046 0.523
H: -0.083 -1.469 -1.610
H: 0.592 1.132 2.031

Calculated values
- Net charge: 0
- HOMO: -0.298 hartree
- Spin multiplicity: 1

---

Entry 4:
# C24H25NO4

The molecule C24H25NO4 in a non-equilibrium geometry (ωB97M-V with the def2-TZVPD basis set, the Open Molecules 2025 dataset).

Atoms and positions in Å:
O: 2.380 -1.100 -0.164
O: 1.927 -2.862 -1.474
O: -0.532 -1.503 2.337
O: -0.842 2.378 0.828
N: -2.191 -1.862 -0.690
C: 0.147 -1.544 -0.555
C: 3.780 -1.327 -0.306
C: 0.227 -0.575 1.709
C: 5.415 0.375 0.568
C: -3.194 2.016 0.598
C: -2.477 -0.592 -0.264
C: -0.908 -2.301 -0.933
C: 5.712 2.488 -0.528
C: 4.768 2.126 -1.476
C: -4.061 1.342 -0.468
C: 1.539 -1.931 -0.798
C: 6.034 1.611 0.492
C: -1.484 0.225 0.146
C: -3.605 1.772 -1.863
C: -5.526 1.737 -0.271
C: -0.082 -1.588 3.603
C: -3.914 -0.178 -0.308
C: 4.475 0.003 -0.382
C: -0.064 -0.284 0.265
C: -0.851 -3.615 -1.639
C: -1.734 1.603 0.539
C: 1.155 -0.069 2.567
C: 0.953 -0.731 3.803
C: 4.155 0.889 -1.404
H: -2.952 -2.451 -0.996
H: -1.418 -4.359 -1.079
H: 5.663 -0.304 1.371
H: -3.248 3.103 0.516
H: -2.569 1.491 -2.036
H: -6.157 1.248 -1.010
H: -4.224 1.306 -2.628
H: -4.427 -0.690 -1.126
H: 6.766 1.892 1.235
H: 0.629 0.504 -0.046
H: -3.687 2.851 -1.969
H: 3.948 -1.921 -1.214
H: 4.511 2.809 -2.272
H: 0.176 -3.945 -1.743
H: -0.576 -2.285 4.252
H: -1.290 -3.525 -2.632
H: -5.875 1.454 0.720
H: 4.125 -1.903 0.559
H: -4.392 -0.488 0.628
H: -5.645 2.812 -0.380
H: -3.558 1.742 1.593
H: 3.419 0.604 -2.141
H: 6.192 3.454 -0.584
H: 1.503 -0.585 4.711
H: 1.885 0.680 2.341

Calculated values
- Net charge: 0
- HOMO: -0.298 hartree
- SMILES: CC1=C(C(=O)OCc2ccccc2)[C@H](c2ccco2)C2=C(CC(C)(C)CC2=O)N1
- Spin multiplicity: 1